DFT (wB97M-V/def2-TZVPD) results for a cluster of 15 separate species, C74H170B5F20N10O7 in total in a non-equilibrium geometry.

Calculated total energy = -6116.59850 Ha
LUMO energy = -9.77 eV
HOMO level = -17.54 eV

The geometry in ORCA input format:
```
! RIJCOSX wB97M-V def2-TZVPD def2/J DEFGRID3
* xyz 5 1
C 3.666 2.315 2.648
C 4.965 2.464 1.777
C 6.115 2.815 2.692
C 6.507 1.742 3.745
C 6.048 0.314 3.357
C 6.136 0.095 1.836
N 5.199 1.152 1.116
O 4.769 0.918 0.056
C 5.586 -1.281 1.573
C 7.571 0.231 1.177
C 4.748 3.537 0.723
H 2.838 1.932 2.044
H 3.476 3.257 3.115
H 3.827 1.611 3.472
H 6.002 3.755 3.224
H 6.903 3.050 1.972
H 6.153 2.086 4.706
H 7.500 1.793 3.934
H 5.051 -0.031 3.703
H 6.702 -0.433 3.837
H 4.559 -1.431 1.920
H 6.095 -1.992 2.208
H 5.588 -1.511 0.512
H 7.919 1.254 1.187
H 7.400 -0.062 0.144
H 8.166 -0.455 1.748
H 3.756 3.368 0.304
H 5.433 3.329 -0.084
H 4.956 4.607 1.136
C -2.163 -1.382 -1.374
C -1.565 0.015 -1.276
C -2.074 0.799 -0.114
C -1.717 0.095 1.291
C -0.123 0.050 1.425
C 0.538 -0.667 0.247
N -0.039 -0.056 -1.026
O 0.741 0.324 -1.897
C 0.365 -2.229 0.238
C 2.064 -0.370 0.166
C -1.762 0.727 -2.604
H -2.297 -2.023 -0.444
H -1.667 -1.897 -2.273
H -3.165 -1.101 -1.725
H -3.199 0.931 -0.320
H -1.676 1.813 -0.230
H -2.269 -0.830 1.477
H -2.017 0.849 2.002
H 0.213 -0.403 2.336
H 0.261 1.061 1.491
H 0.385 -2.640 -0.773
H -0.593 -2.448 0.604
H 1.186 -2.592 0.800
H 2.405 0.631 -0.147
H 2.492 -1.081 -0.556
H 2.401 -0.606 1.211
H -2.745 1.113 -2.645
H -1.514 0.185 -3.515
H -1.127 1.589 -2.542
C 5.531 -5.751 5.344
C 4.008 -5.458 5.499
C 3.417 -4.805 4.237
C 1.905 -4.831 4.105
C 1.352 -6.243 4.284
C 1.645 -6.916 5.683
N 3.196 -6.685 5.840
O 3.960 -7.576 6.235
C 1.477 -8.402 5.707
C 0.873 -6.203 6.760
C 3.796 -4.682 6.855
H 5.959 -6.381 4.594
H 5.984 -6.054 6.305
H 5.798 -4.765 5.030
H 3.784 -5.300 3.347
H 3.801 -3.718 4.172
H 1.567 -4.446 3.109
H 1.382 -4.170 4.813
H 1.744 -6.975 3.594
H 0.237 -6.257 4.230
H 1.813 -8.942 4.814
H 0.362 -8.530 5.795
H 1.848 -8.706 6.695
H -0.147 -6.304 6.438
H 1.184 -5.154 6.729
H 0.973 -6.565 7.795
H 3.864 -5.377 7.671
H 2.761 -4.254 6.858
H 4.533 -3.875 6.993
C -1.316 -2.115 7.650
C -0.164 -1.442 8.498
C 0.148 -0.038 8.057
N 1.206 0.586 8.858
C 2.486 -0.203 8.804
C 3.687 0.468 9.452
C 3.950 1.760 8.729
C 2.671 2.678 8.835
C 1.506 1.924 8.286
C 0.726 0.650 10.269
H -1.300 -3.215 7.966
H -1.121 -1.998 6.584
H -2.286 -1.789 7.919
H 0.708 -2.109 8.367
H -0.530 -1.503 9.540
H -0.716 0.651 8.243
H 0.493 0.017 7.040
H 2.534 -0.277 7.682
H 2.251 -1.242 9.040
H 4.507 -0.253 9.288
H 3.451 0.593 10.456
H 4.298 1.541 7.726
H 4.821 2.263 9.253
H 2.782 3.633 8.307
H 2.417 2.886 9.856
H 1.560 1.712 7.201
H 0.545 2.489 8.449
H -0.305 1.085 10.256
H 1.439 1.270 10.834
H 0.706 -0.320 10.869
C 1.623 8.289 1.389
C 0.772 7.461 0.450
C -0.681 8.040 0.502
N -1.760 7.146 -0.024
C -2.041 5.977 0.947
C -3.155 5.141 0.468
C -4.487 5.918 0.383
C -4.253 7.190 -0.458
C -3.010 8.010 -0.127
C -1.367 6.567 -1.296
H 1.279 7.943 2.379
H 1.377 9.356 1.175
H 2.695 8.121 1.264
H 0.839 6.421 0.761
H 1.224 7.617 -0.550
H -0.754 8.978 -0.085
H -0.997 8.309 1.504
H -2.269 6.384 1.913
H -1.078 5.438 0.932
H -3.202 4.348 1.156
H -2.881 4.659 -0.461
H -4.813 6.282 1.393
H -5.285 5.317 -0.115
H -5.116 7.828 -0.430
H -4.190 6.965 -1.550
H -3.099 8.472 0.872
H -2.743 8.816 -0.872
H -1.040 7.387 -1.942
H -2.180 6.120 -1.869
H -0.529 5.856 -1.187
C 5.784 -4.219 -2.340
C 5.863 -3.339 -3.641
C 5.446 -1.870 -3.376
N 5.527 -0.888 -4.478
C 5.046 -1.575 -5.757
C 5.124 -0.553 -6.877
C 4.227 0.621 -6.570
C 4.523 1.274 -5.239
C 4.666 0.282 -4.148
C 6.953 -0.399 -4.583
H 6.087 -5.288 -2.538
H 4.809 -4.165 -1.876
H 6.461 -3.801 -1.511
H 5.145 -3.768 -4.373
H 6.853 -3.428 -4.090
H 5.911 -1.387 -2.549
H 4.375 -1.902 -3.125
H 4.080 -2.006 -5.642
H 5.779 -2.341 -5.996
H 4.849 -0.982 -7.821
H 6.191 -0.222 -7.030
H 3.166 0.240 -6.656
H 4.298 1.321 -7.379
H 3.700 1.965 -4.970
H 5.411 1.902 -5.424
H 3.670 -0.029 -3.765
H 5.193 0.717 -3.315
H 7.115 0.406 -5.308
H 7.628 -1.201 -4.864
H 7.147 0.002 -3.586
C -6.861 3.120 -7.674
N -8.143 3.441 -8.490
C -9.103 3.988 -7.520
C -7.674 4.414 -9.526
C -8.654 2.179 -9.082
C -9.488 2.411 -10.327
O -10.578 3.179 -9.899
H -6.061 2.880 -8.323
H -7.059 2.276 -7.003
H -6.610 4.009 -7.116
H -10.005 4.322 -8.047
H -8.683 4.828 -7.042
H -9.380 3.047 -6.931
H -7.272 5.314 -9.095
H -8.513 4.734 -10.143
H -6.853 3.987 -10.073
H -9.234 1.641 -8.343
H -7.865 1.481 -9.351
H -9.797 1.393 -10.646
H -8.945 2.789 -11.204
H -11.249 3.100 -10.611
C -1.052 -5.012 -2.640
N -0.037 -6.073 -2.466
C -0.020 -6.855 -3.740
C 1.282 -5.438 -2.402
C -0.367 -6.814 -1.278
C 0.625 -7.790 -0.738
O 0.746 -9.056 -1.437
H -1.989 -5.522 -3.060
H -0.774 -4.304 -3.425
H -1.214 -4.562 -1.704
H 0.029 -6.137 -4.588
H -0.898 -7.403 -3.771
H 0.769 -7.557 -3.704
H 1.404 -4.818 -1.543
H 1.263 -4.794 -3.319
H 2.038 -6.159 -2.544
H -1.356 -7.195 -1.556
H -0.580 -6.047 -0.545
H 0.393 -8.047 0.307
H 1.662 -7.516 -0.810
H -0.080 -9.526 -1.478
C -6.915 -4.532 2.971
N -7.452 -5.530 2.009
C -8.267 -6.522 2.683
C -8.277 -4.733 1.022
C -6.313 -6.201 1.285
C -5.668 -7.324 2.063
O -5.308 -6.869 3.344
H -7.809 -4.057 3.412
H -6.328 -3.858 2.329
H -6.254 -4.993 3.702
H -8.514 -7.353 2.002
H -9.166 -5.997 3.015
H -7.766 -6.950 3.546
H -8.773 -4.003 1.684
H -9.011 -5.341 0.472
H -7.558 -4.270 0.325
H -5.573 -5.519 0.967
H -6.692 -6.728 0.327
H -4.851 -7.666 1.409
H -6.292 -8.209 2.247
H -4.385 -6.599 3.214
C -1.259 6.097 -5.923
N -1.460 7.435 -6.573
C -1.584 8.589 -5.628
C -0.253 7.802 -7.383
C -2.638 7.336 -7.515
C -3.940 6.840 -6.952
O -3.986 5.450 -6.724
H -1.455 5.322 -6.630
H -1.952 6.081 -5.076
H -0.220 6.075 -5.528
H -2.301 8.389 -4.842
H -1.926 9.479 -6.196
H -0.621 8.885 -5.201
H -0.404 8.817 -7.881
H -0.154 7.130 -8.242
H 0.651 7.768 -6.758
H -2.191 6.743 -8.319
H -2.823 8.308 -7.930
H -4.765 7.124 -7.677
H -4.278 7.344 -6.033
H -4.135 5.394 -5.780
B -4.191 4.328 -3.784
F -4.401 3.549 -4.910
F -4.860 3.665 -2.719
F -2.814 4.492 -3.564
F -4.831 5.651 -4.004
B -2.535 -4.649 1.485
F -1.520 -4.227 2.317
F -3.698 -3.875 1.664
F -2.107 -4.428 0.099
F -2.945 -5.981 1.883
B 1.388 -2.448 -3.809
F 0.255 -2.032 -3.126
F 1.969 -1.421 -4.556
F 2.338 -2.835 -2.818
F 1.139 -3.638 -4.625
B 2.067 -0.912 4.632
F 1.909 -2.006 5.622
F 2.839 -1.244 3.437
F 0.767 -0.629 4.215
F 2.506 0.262 5.201
B 1.415 3.376 -0.817
F 1.827 3.954 0.362
F 0.133 2.784 -0.626
F 1.327 4.440 -1.860
F 2.426 2.374 -1.196
*
```